{"formula": "C34H61BrFN7O15S", "method": "wB97M-V/def2-TZVPD", "max_force_ev_per_a": 7.57, "energy_ha": -5914.98850, "molar_mass_g_mol": 938.86, "smiles": "C#CC[C@@]1(CCCNCc2ccccc2O)[C@](F)(CCCCCCCCCCCOC)[C@@H](Br)[C@@H](N)OS1(=O)=O.C[N+](=O)[O-].C[N+](=O)[O-].C[N+](=O)[O-].C[N+](=O)[O-].C[N+](=O)[O-]", "symbols": ["C", "C", "C", "C", "C", "C", "C", "N", "C", "C", "C", "C", "C", "C", "C", "O", "C", "F", "C", "C", "C", "C", "C", "C", "C", "C", "C", "C", "C", "O", "C", "C", "Br", "C", "N", "O", "S", "O", "O", "H", "H", "H", "H", "H", "H", "H", "H", "H", "H", "H", "H", "H", "H", "H", "H", "H", "H", "H", "H", "H", "H", "H", "H", "H", "H", "H", "H", "H", "H", "H", "H", "H", "H", "H", "H", "H", "H", "H", "H", "H", "H", "H", "H", "H", "H", "C", "N", "O", "O", "H", "H", "H", "C", "N", "O", "O", "H", "H", "H", "C", "N", "O", "O", "H", "H", "H", "C", "N", "O", "O", "H", "H", "H", "C", "N", "O", "O", "H", "H", "H"], "positions_angstrom": [[-0.860, 2.894, 4.593], [-1.657, 2.351, 3.679], [-2.735, 1.766, 2.659], [-2.911, 0.126, 2.733], [-4.355, -0.130, 2.031], [-4.422, 0.378, 0.480], [-5.703, -0.422, -0.179], [-6.880, 0.502, -0.038], [-7.414, 0.952, -1.363], [-7.008, 2.474, -1.742], [-7.216, 3.648, -0.692], [-6.826, 5.115, -1.192], [-6.251, 5.398, -2.652], [-6.015, 4.185, -3.652], [-6.402, 2.711, -3.198], [-6.177, 1.639, -4.133], [-1.659, -0.651, 2.121], [-0.856, 0.363, 1.393], [-1.905, -1.840, 1.082], [-0.893, -1.770, -0.216], [0.638, -2.123, 0.139], [1.284, -2.798, -1.217], [2.878, -2.551, -1.332], [3.158, -1.042, -1.897], [2.763, -0.891, -3.470], [3.915, -0.108, -4.341], [3.379, 1.288, -4.965], [3.125, 2.444, -3.844], [4.444, 3.296, -3.467], [4.616, 4.493, -4.319], [3.980, 5.641, -3.638], [-0.585, -1.241, 3.231], [0.963, 0.033, 3.524], [-1.263, -1.732, 4.607], [-0.132, -2.307, 5.444], [-1.853, -0.668, 5.413], [-3.238, -0.218, 4.570], [-4.004, 0.916, 5.245], [-4.218, -1.406, 4.561], [-0.108, 3.618, 5.100], [-2.624, 2.143, 1.567], [-3.773, 2.180, 3.006], [-5.165, 0.340, 2.702], [-4.482, -1.290, 1.988], [-4.546, 1.516, 0.389], [-3.493, 0.053, -0.136], [-5.443, -0.710, -1.262], [-5.949, -1.398, 0.411], [-7.603, -0.007, 0.496], [-8.579, 0.911, -1.273], [-7.141, 0.225, -2.231], [-7.629, 3.442, 0.369], [-6.976, 6.025, -0.501], [-6.009, 6.475, -2.973], [-5.569, 4.325, -4.711], [-6.466, 1.973, -5.017], [-1.675, -2.883, 1.558], [-2.948, -1.940, 0.619], [-1.272, -2.630, -0.914], [-1.037, -0.801, -0.834], [0.701, -2.973, 0.938], [1.301, -1.225, 0.411], [1.144, -3.949, -1.093], [0.735, -2.465, -2.180], [3.464, -2.790, -0.363], [3.326, -3.263, -2.144], [4.286, -0.825, -1.783], [2.489, -0.312, -1.289], [1.811, -0.235, -3.518], [2.554, -1.915, -3.974], [4.218, -0.783, -5.247], [4.821, 0.149, -3.677], [4.240, 1.695, -5.645], [2.417, 1.183, -5.589], [2.683, 1.988, -2.881], [2.342, 3.188, -4.279], [4.405, 3.679, -2.375], [5.392, 2.641, -3.658], [3.693, 6.408, -4.451], [4.689, 6.153, -2.875], [3.017, 5.305, -3.085], [-0.061, -2.187, 2.790], [-1.957, -2.621, 4.383], [0.286, -1.548, 6.018], [-0.564, -3.039, 6.045], [4.401, -6.157, 1.442], [3.350, -5.414, 0.697], [2.473, -4.866, 1.357], [3.438, -5.405, -0.524], [4.197, -6.080, 2.507], [4.363, -7.196, 1.116], [5.361, -5.700, 1.199], [0.101, 5.459, -5.561], [-0.115, 4.153, -4.884], [0.302, 4.038, -3.739], [-0.696, 3.288, -5.525], [0.626, 6.126, -4.878], [0.700, 5.272, -6.453], [-0.878, 5.862, -5.819], [5.007, -9.874, 4.190], [4.471, -8.682, 3.482], [5.223, -7.726, 3.342], [3.314, -8.747, 3.090], [6.039, -9.677, 4.479], [4.386, -10.041, 5.070], [4.954, -10.717, 3.501], [4.342, 7.554, 0.489], [3.931, 7.837, -0.911], [2.751, 7.653, -1.198], [4.806, 8.236, -1.677], [3.472, 7.212, 1.049], [5.109, 6.780, 0.456], [4.732, 8.481, 0.911], [1.533, -5.074, 5.329], [2.986, -5.293, 5.559], [3.598, -4.418, 6.156], [3.462, -6.337, 5.132], [1.250, -4.115, 5.758], [1.366, -5.079, 4.252], [0.997, -5.888, 5.817]], "forces_ev_per_angstrom": [[-4.0753, -1.8887, -5.7160], [3.6724, 3.0214, 4.1701], [-0.2453, 0.4869, 1.3648], [-0.1647, 2.2397, -0.7670], [0.8722, -1.1578, -0.4211], [-0.0781, -1.3306, 0.0314], [0.7716, 0.7354, 0.9442], [-0.1124, -1.2284, -1.2003], [-1.3100, 0.6096, -0.3660], [0.8698, 1.5969, -0.8608], [1.8983, 1.1222, -4.6616], [0.3160, -2.5789, -2.1455], [-0.9113, -4.1180, 1.1410], [-1.5560, -0.6268, 3.6084], [-0.3082, 3.6902, 1.9378], [-0.9851, 2.0427, 1.1580], [2.0163, -0.0393, -0.2676], [-1.8385, -1.4902, 0.9301], [0.4193, -0.8998, -1.2569], [-0.4391, -0.8342, 0.3110], [0.2120, -0.6480, -1.6193], [0.6525, -0.9336, 0.9374], [-0.0316, 0.4092, -1.4535], [-0.2572, -0.8312, 0.0319], [0.2963, 0.6702, 0.0431], [-0.9521, 0.1599, -0.5002], [0.9114, 0.7167, 0.4043], [-0.1396, 0.2717, -0.3611], [0.3284, -0.3101, -0.2931], [-1.1744, 0.0388, 1.9653], [-0.3759, 0.1432, -0.2632], [-0.4604, -0.5795, -0.2653], [-1.0983, -1.0770, 0.1280], [3.1528, -1.4318, 0.0965], [-2.0233, 0.4010, -0.2392], [-1.8250, 0.1910, -2.7439], [-7.0336, -0.8230, 2.6621], [3.8283, -2.4862, -2.0775], [3.9751, 2.3791, -0.3399], [-1.8182, -2.0189, -1.0334], [0.3920, -0.8736, 2.0438], [1.9765, -0.7410, -0.4276], [1.2189, -0.7813, -1.2231], [-0.0231, 2.2233, 0.3605], [-0.0454, -1.8490, 0.0589], [-1.2648, 0.6452, 1.3530], [-0.6362, 0.5629, 1.5113], [0.7681, 1.6714, -1.0293], [0.4316, 0.5704, -0.7484], [2.0007, 0.2618, -0.3023], [-0.3051, 1.4361, 1.4586], [0.8433, 0.3574, -2.1640], [0.2663, -1.7349, -1.1997], [-0.4103, -2.0072, 0.6047], [-0.8330, -0.1248, 2.0325], [0.3961, -0.3196, 1.0533], [-0.5147, 1.9977, -0.5308], [1.3451, 0.5227, 1.0759], [0.6403, 1.4464, 1.2865], [0.4489, -1.4878, 1.2782], [-0.1204, 1.7782, -1.2448], [-1.3214, -1.2715, -0.0559], [0.0704, 1.9862, -0.4268], [0.9807, -0.3613, 1.5968], [-1.2385, 0.6234, -1.4014], [-0.8894, 1.1133, 1.5027], [-1.8734, -0.0815, 0.0157], [1.4916, -1.0031, -0.9169], [1.3751, -1.2566, -0.0968], [0.2823, 1.6866, 1.0245], [-0.2505, 1.2003, 1.7962], [-1.2636, -0.6172, -1.1070], [-1.6856, -0.6915, 0.9467], [1.5636, -0.1348, 0.9410], [0.6024, 0.6526, -1.4846], [1.4752, -1.3273, 0.9719], [0.1655, -0.9648, -1.6123], [-1.6433, 1.1799, 0.5422], [0.5358, -1.1941, 1.3298], [-1.0167, -1.0086, -1.3577], [1.5105, 0.5809, -0.9655], [-1.0945, 1.9279, 0.8240], [0.5512, 1.6924, 0.3351], [-0.4459, -0.7999, -0.5195], [0.5238, 1.1071, -0.2548], [-0.1596, 0.3418, 0.2004], [-0.0373, 0.0754, -0.3421], [0.3604, -0.2369, -0.6075], [-0.3303, -0.0025, 0.9468], [-0.1303, 0.1191, -0.4499], [-0.0076, 0.2449, -0.0598], [-0.1129, -0.1168, -0.0959], [0.1571, 0.3290, 0.0359], [-0.1175, -0.3660, 0.3152], [-0.4807, -0.0361, -0.7812], [0.4462, 0.5311, 0.5353], [-0.0867, -0.2091, -0.0455], [-0.1822, -0.0240, 0.0569], [0.1275, -0.1442, -0.0747], [0.2738, -0.1369, 0.1807], [-0.0395, 0.3655, -0.0742], [-0.3074, -1.1739, 0.3888], [0.8449, 0.1790, 0.1696], [-0.2129, 0.0773, -0.0978], [-0.0142, -0.0216, -0.2010], [-0.1365, 0.1003, 0.1196], [-0.1094, -0.1105, 0.2963], [-0.2737, 0.1999, -0.6220], [1.1867, 0.2243, 0.0322], [-0.9879, -0.3573, 0.7242], [0.1008, 0.0727, -0.2101], [-0.0043, 0.2006, -0.0340], [0.0766, -0.1506, -0.1296], [-0.2087, 0.1508, 0.1387], [0.3740, 0.1075, 0.1622], [-0.2717, -0.8030, -0.4653], [-0.1568, 0.7245, 0.3722], [0.2805, -0.2053, -0.1993], [0.0462, -0.0957, 0.1139], [0.1339, -0.0396, -0.1864]], "lowdin_charge": [0.057, -0.119, -0.145, -0.319, -0.165, -0.143, -0.205, -0.104, -0.205, -0.083, -0.015, -0.080, -0.074, -0.017, -0.179, -0.053, -0.310, -0.125, -0.110, -0.181, -0.193, -0.207, -0.225, -0.203, -0.203, -0.204, -0.211, -0.167, -0.211, -0.250, -0.121, -0.464, 0.716, -0.423, 0.029, -0.211, 0.828, -0.311, -0.356, 0.063, 0.134, 0.134, 0.137, 0.112, 0.114, 0.108, 0.118, 0.126, 0.103, 0.130, 0.115, 0.099, 0.077, 0.081, 0.093, 0.109, 0.135, 0.102, 0.122, 0.123, 0.100, 0.101, 0.104, 0.110, 0.103, 0.109, 0.103, 0.103, 0.104, 0.110, 0.111, 0.097, 0.117, 0.109, 0.113, 0.089, 0.119, 0.130, 0.101, 0.078, 0.091, 0.095, 0.167, 0.086, 0.090, 0.027, -0.410, 0.046, 0.050, 0.064, 0.095, 0.111, 0.043, -0.438, 0.040, 0.057, 0.092, 0.103, 0.099, 0.051, -0.417, 0.020, 0.064, 0.098, 0.104, 0.102, 0.041, -0.436, 0.058, 0.041, 0.096, 0.102, 0.101, 0.041, -0.423, 0.074, 0.037, 0.053, 0.098, 0.103]}